Entry from the OMol25 dataset: a 3-piece molecular cluster, C5H13NO2 overall in a non-equilibrium geometry (ωB97M-V with the def2-TZVPD basis set).

Calculated values
**Expectation value of S²**: 0.75
**2S+1**: 2
**HOMO energy (spin up / spin down)**: 1.2864 / -4.5565 eV
**Orbital gap (spin up / spin down)**: 1.928 / 8.167 eV
**Charge**: -1

```
21
C5H13NO2 (ωB97M-V with the def2-TZVPD basis set)
N -0.18 1.40 -1.60
C -1.24 0.59 -1.28
C -2.22 0.29 -2.18
C -0.08 -1.50 1.75
C -0.10 -0.43 0.66
C -1.21 -0.18 0.00
H 0.61 1.51 -1.01
H -0.17 1.73 -2.56
H -2.11 0.50 -3.24
H -2.96 -0.42 -1.85
H -0.43 -2.43 1.33
H -0.84 -1.30 2.50
H 0.90 -1.47 2.20
H 0.92 -0.17 0.39
H -2.25 -0.48 0.36
H 2.75 -2.74 -0.32
H 2.76 -1.09 -0.22
O 2.64 -1.88 -0.73
H 0.42 2.89 1.73
H 1.43 2.52 2.55
O 1.36 2.63 1.53
```